# C13H39N13O26

A structure of composition C13H39N13O26 in a non-equilibrium geometry (wB97M-V/def2-TZVPD, OMol25).

Output
DFT total energy	-3183.9175	hartree

Last column: Mulliken charge in e.
CARTESIAN COORDINATES (ANGSTROEM)
C: -2.306 -0.818 2.429  -0.416
N: -3.634 -1.560 2.336  1.236
O: -4.581 -0.828 2.381  -0.693
O: -3.618 -2.754 2.186  -0.678
H: -2.547 0.244 2.491  0.387
H: -1.651 -1.169 1.632  -1.122
H: -1.735 -1.117 3.308  0.908
C: -0.218 -0.136 -0.328  -0.901
N: 0.225 -0.057 1.090  0.028
O: 0.819 0.972 1.443  0.565
O: 0.096 -1.022 1.789  -0.272
H: -0.537 -1.158 -0.530  0.686
H: 0.724 0.139 -0.803  0.733
H: -0.932 0.664 -0.525  0.245
C: 2.562 -1.632 -0.130  -0.596
N: 3.086 -1.814 1.221  1.105
O: 3.574 -2.905 1.520  -0.698
O: 3.033 -0.855 2.032  -0.418
H: 2.036 -2.579 -0.255  0.995
H: 3.337 -1.525 -0.890  0.240
H: 1.813 -0.841 -0.141  -0.153
C: -2.330 0.139 -2.227  -0.137
N: -3.137 -0.880 -3.046  1.179
O: -2.772 -1.052 -4.213  -0.580
O: -4.037 -1.465 -2.455  -0.712
H: -2.238 1.140 -2.649  0.929
H: -1.292 -0.161 -2.085  -1.056
H: -2.714 0.187 -1.208  -0.315
C: 0.530 -4.047 0.728  -0.740
N: 0.095 -3.598 2.119  0.870
O: -0.386 -2.519 2.268  -0.323
O: 0.166 -4.423 3.001  -0.710
H: 0.949 -3.183 0.212  -0.884
H: -0.333 -4.447 0.195  0.393
H: 1.286 -4.832 0.746  0.371
C: -4.051 1.440 0.790  -0.589
N: -3.395 1.750 -0.465  0.731
O: -4.112 1.946 -1.454  -0.576
O: -2.211 1.629 -0.574  -0.068
H: -4.545 0.490 0.586  0.270
H: -4.765 2.213 1.074  0.440
H: -3.332 1.306 1.599  -0.004
C: 3.238 1.872 -1.701  -0.909
N: 2.832 0.433 -1.553  1.100
O: 2.662 0.085 -0.409  -0.304
O: 2.883 -0.321 -2.518  -0.681
H: 2.475 2.626 -1.894  -0.188
H: 3.852 2.099 -2.573  0.515
H: 3.772 2.079 -0.774  0.300
C: 3.066 1.246 1.555  -2.568
N: 3.613 2.101 2.707  1.440
O: 3.877 1.571 3.776  -0.649
O: 3.850 3.280 2.396  -0.677
H: 2.122 0.791 1.855  0.656
H: 3.816 0.503 1.280  0.885
H: 2.915 1.955 0.741  1.463
C: -0.346 2.778 0.353  -0.137
N: 1.103 3.030 0.649  0.505
O: 1.879 2.352 -0.014  -0.306
O: 1.485 3.825 1.514  -0.538
H: -0.932 3.613 0.736  0.483
H: -0.730 1.791 0.609  -0.010
H: -0.296 2.851 -0.734  0.207
C: 0.812 2.730 -3.250  -1.119
N: 0.674 1.453 -2.527  0.694
O: 0.839 0.429 -3.223  -0.664
O: 0.478 1.418 -1.329  0.169
H: 1.878 2.955 -3.202  0.468
H: 0.088 3.404 -2.793  0.388
H: 0.518 2.749 -4.299  0.408
C: 1.213 -1.669 -3.380  -0.957
N: -0.234 -1.396 -3.159  0.862
O: -0.985 -1.437 -4.165  -0.633
O: -0.603 -1.287 -1.970  -0.130
H: 1.547 -2.517 -2.782  0.299
H: 1.751 -0.728 -3.262  0.330
H: 1.392 -2.033 -4.392  0.417
C: 1.056 1.622 3.160  0.577
N: 0.621 2.100 4.498  1.110
O: 0.894 3.226 4.809  -0.679
O: -0.026 1.346 5.183  -0.680
H: 2.066 1.220 3.237  -0.099
H: 0.964 2.356 2.358  -0.493
H: 0.370 0.822 2.880  0.027
C: -3.359 -2.894 -0.705  -0.789
N: -2.061 -2.252 -0.301  -0.200
O: -2.107 -1.121 -0.163  -0.100
O: -1.113 -2.926 -0.112  -0.384
H: -3.843 -2.136 -1.321  0.190
H: -3.965 -3.099 0.177  0.377
H: -2.916 -3.774 -1.171  0.351